1.
{"formula": "C6H9NO", "method": "ωB97M-V/def2-TZVPD", "total_charge": 0, "smiles": "C(=C/[C@H]1CO1)/[C@@H]1CN1", "homo_lumo_gap_ha": 0.371, "homo_ha": -0.339, "relative_energy_kj_mol": 717.6, "symbols": ["C", "C", "C", "C", "C", "C", "H", "H", "H", "H", "H", "H", "H", "H", "H", "N", "O"], "positions_angstrom": [[-2.931, -0.255, -0.217], [-1.770, -0.003, 0.810], [-0.785, -0.800, 0.194], [0.382, -0.731, -0.431], [1.516, 0.267, -0.043], [2.859, -0.050, 0.632], [-4.160, -0.173, -0.116], [-2.661, -0.827, -1.074], [-1.836, 1.235, -1.121], [-1.912, 0.099, 1.804], [-1.022, -1.696, -0.425], [0.663, -1.653, -0.909], [1.423, 1.324, 0.333], [3.143, 0.717, 1.476], [2.947, -1.169, 0.921], [-2.153, 1.227, -0.154], [2.857, 0.373, -0.686]]}



2.
{"formula": "C4H9NOP", "method": "ωB97M-V/def2-TZVPD", "total_charge": 1, "homo_lumo_gap_ha": 0.273, "homo_ha": -0.498, "relative_energy_kj_mol": 420.0, "symbols": ["C", "C", "C", "C", "N", "O", "P", "H", "H", "H", "H", "H", "H", "H", "H", "H"], "positions_angstrom": [[0.556, 1.911, 0.157], [-0.565, 1.301, 0.339], [-1.995, 1.219, 0.353], [-0.038, -2.288, -0.112], [0.540, -1.017, -0.215], [1.758, 1.274, -0.054], [1.887, -0.282, -0.481], [0.566, 2.939, 0.395], [-2.388, 1.913, 1.029], [-2.395, 1.343, -0.675], [-2.365, 0.233, 0.895], [-0.338, -2.790, -1.107], [-0.988, -2.102, 0.423], [0.585, -2.958, 0.532], [2.908, -0.725, 0.220], [2.273, 0.028, -1.699]]}



3.
{"formula": "C26H61N8O20PS", "method": "ωB97M-V/def2-TZVPD", "total_charge": 0, "smiles": "CCCN[C@H]1OS(=O)(=O)O[C@]1(CCCCCCCCCCCCOC)P(C)O.C[N+](=O)[O-].C[N+](=O)[O-].C[N+](=O)[O-].C[N+](=O)[O-].C[N+](=O)[O-].C[N+](=O)[O-].C[N+](=O)[O-]", "homo_lumo_gap_ha": 0.297, "homo_ha": -0.312, "symbols": ["C", "C", "C", "N", "C", "O", "S", "O", "O", "O", "C", "C", "C", "C", "C", "C", "C", "C", "C", "C", "C", "C", "C", "O", "C", "P", "C", "O", "H", "H", "H", "H", "H", "H", "H", "H", "H", "H", "H", "H", "H", "H", "H", "H", "H", "H", "H", "H", "H", "H", "H", "H", "H", "H", "H", "H", "H", "H", "H", "H", "H", "H", "H", "H", "H", "H", "H", "H", "C", "N", "O", "O", "H", "H", "H", "C", "N", "O", "O", "H", "H", "H", "C", "N", "O", "O", "H", "H", "H", "C", "N", "O", "O", "H", "H", "H", "C", "N", "O", "O", "H", "H", "H", "C", "N", "O", "O", "H", "H", "H", "C", "N", "O", "O", "H", "H", "H"], "positions_angstrom": [[4.887, 3.430, -0.832], [5.581, 2.587, -2.058], [6.236, 1.142, -1.609], [5.414, 0.363, -0.608], [4.130, -0.184, -1.192], [4.200, -1.347, -2.124], [2.518, -1.515, -2.494], [2.321, -3.028, -2.750], [2.394, -0.863, -3.892], [1.762, -0.776, -1.141], [2.887, -0.590, -0.166], [2.936, -2.037, 0.609], [1.509, -2.846, 0.654], [0.292, -2.065, 1.425], [-1.092, -2.927, 1.595], [-1.833, -3.068, 0.119], [-2.725, -1.744, -0.276], [-4.345, -2.107, -0.288], [-5.241, -1.099, -1.222], [-6.862, -1.508, -1.233], [-7.789, -0.458, -0.362], [-8.767, 0.476, -1.331], [-9.351, 1.807, -0.515], [-9.537, 1.412, 0.898], [-10.084, 2.530, 1.693], [2.546, 0.609, 1.332], [4.164, 0.902, 2.340], [1.952, 2.141, 0.657], [4.403, 2.730, -0.021], [5.678, 4.105, -0.247], [4.019, 4.163, -1.186], [6.450, 3.281, -2.491], [4.837, 2.427, -2.972], [6.506, 0.471, -2.555], [7.286, 1.401, -1.105], [5.967, -0.352, -0.088], [3.592, 0.624, -1.877], [3.313, -1.958, 1.738], [3.705, -2.730, 0.050], [1.153, -3.243, -0.414], [1.715, -3.840, 1.283], [0.711, -1.706, 2.483], [0.022, -1.100, 0.783], [-1.826, -2.260, 2.259], [-0.980, -3.943, 2.169], [-2.464, -4.073, 0.170], [-1.005, -3.186, -0.710], [-2.467, -0.789, 0.359], [-2.454, -1.490, -1.408], [-4.760, -2.092, 0.819], [-4.417, -3.182, -0.792], [-4.851, -1.139, -2.345], [-5.153, 0.013, -0.862], [-7.256, -1.493, -2.334], [-7.030, -2.589, -0.795], [-8.469, -1.063, 0.408], [-7.113, 0.274, 0.270], [-9.709, -0.208, -1.573], [-8.236, 0.798, -2.336], [-10.410, 2.126, -0.959], [-8.613, 2.739, -0.621], [-10.224, 3.529, 1.100], [-9.330, 2.747, 2.568], [-11.100, 2.215, 2.185], [4.832, 1.766, 1.907], [4.803, -0.096, 2.196], [3.989, 1.104, 3.479], [1.322, 2.489, 1.368], [9.730, 1.821, -3.516], [8.981, 3.031, -3.081], [9.181, 3.437, -1.930], [8.214, 3.539, -3.907], [10.363, 1.483, -2.693], [8.996, 1.056, -3.777], [10.337, 2.102, -4.379], [1.930, -7.907, 0.924], [1.181, -6.697, 1.359], [1.381, -6.291, 2.510], [0.414, -6.189, 0.533], [2.563, -8.245, 1.747], [1.196, -8.672, 0.663], [2.537, -7.626, 0.061], [-13.232, 0.554, -3.471], [-12.245, 1.243, -2.597], [-11.144, 1.515, -3.091], [-12.602, 1.491, -1.439], [-12.785, 0.400, -4.456], [-13.475, -0.402, -3.004], [-14.112, 1.196, -3.544], [5.671, 2.895, 5.628], [5.940, 1.487, 6.027], [7.121, 1.120, 6.045], [4.959, 0.790, 6.310], [6.620, 3.388, 5.408], [5.035, 2.870, 4.741], [5.167, 3.384, 6.464], [2.069, -0.442, 7.335], [0.973, -1.050, 6.533], [0.316, -1.953, 7.066], [0.802, -0.604, 5.393], [2.104, -0.928, 8.312], [3.002, -0.601, 6.791], [1.848, 0.622, 7.441], [-1.839, 4.120, -0.204], [-1.549, 4.370, 1.234], [-0.643, 5.169, 1.498], [-2.238, 3.756, 2.056], [-1.160, 4.724, -0.811], [-1.682, 3.056, -0.392], [-2.876, 4.407, -0.385], [4.861, 0.269, -6.197], [6.288, 0.590, -5.926], [7.129, 0.141, -6.714], [6.525, 1.285, -4.931], [4.802, -0.345, -7.098], [4.477, -0.277, -5.333], [4.332, 1.213, -6.338]]}



4.
{"formula": "C5H4N", "method": "ωB97M-V/def2-TZVPD", "total_charge": 1, "homo_lumo_gap_ha": [0.315, 0.315], "homo_ha": [-0.527, -0.527], "relative_energy_kj_mol": 295.7, "symbols": ["C", "C", "C", "C", "C", "N", "H", "H", "H", "H"], "positions_angstrom": [[-1.683, -0.693, -0.117], [-1.950, 0.601, 0.139], [1.948, 0.546, -0.109], [1.975, -0.716, 0.167], [-0.569, 0.162, 0.117], [0.541, 0.646, 0.035], [-2.014, -1.683, -0.453], [-2.541, 1.499, 0.170], [2.697, 1.270, -0.404], [1.596, -1.631, 0.454]]}



5.
{"formula": "C10H19O7PS2", "method": "ωB97M-V/def2-TZVPD", "total_charge": 0, "smiles": "CC(=O)OC[C@]1(CCCS)CC[C@H](P(O)O)OS1(=O)=O", "homo_lumo_gap_ha": 0.349, "homo_ha": -0.331, "relative_energy_kj_mol": 144.3, "symbols": ["C", "C", "O", "O", "C", "C", "C", "C", "C", "S", "C", "C", "C", "P", "O", "O", "O", "S", "O", "O", "H", "H", "H", "H", "H", "H", "H", "H", "H", "H", "H", "H", "H", "H", "H", "H", "H", "H", "H"], "positions_angstrom": [[1.352, 3.364, 1.262], [1.910, 2.067, 0.767], [2.905, 1.561, 1.179], [1.159, 1.498, -0.213], [0.985, 0.079, -0.053], [-0.215, -0.393, -0.908], [0.292, -0.887, -2.282], [0.861, -2.305, -2.448], [1.821, -2.814, -1.370], [3.511, -2.262, -1.769], [-1.185, 0.779, -1.203], [-1.832, 1.445, 0.002], [-2.304, 0.442, 1.057], [-1.256, 0.485, 2.605], [-1.779, 1.947, 3.124], [-2.185, -0.509, 3.514], [-2.468, -0.887, 0.522], [-1.197, -1.647, -0.055], [-0.448, -2.159, 1.060], [-1.730, -2.560, -1.015], [2.160, 3.915, 1.738], [0.895, 3.948, 0.467], [0.610, 3.130, 2.030], [0.877, -0.171, 1.001], [1.901, -0.403, -0.395], [1.038, -0.162, -2.618], [-0.541, -0.806, -2.986], [1.416, -2.299, -3.394], [0.072, -3.040, -2.583], [1.565, -2.497, -0.363], [1.814, -3.903, -1.365], [4.062, -2.446, -0.566], [-0.695, 1.505, -1.848], [-1.985, 0.331, -1.803], [-2.661, 2.074, -0.325], [-1.123, 2.127, 0.481], [-3.305, 0.731, 1.390], [-2.683, 1.912, 3.470], [-1.612, -1.189, 3.895]]}



6.
{"formula": "C63H44BrCl2LaN6O", "method": "ωB97M-V/def2-TZVPD", "total_charge": 0, "homo_lumo_gap_ha": 0.200, "homo_ha": -0.243, "relative_energy_kj_mol": 0.0, "symbols": ["La", "C", "C", "C", "C", "C", "C", "C", "C", "C", "C", "C", "N", "C", "C", "C", "C", "C", "C", "C", "C", "C", "C", "C", "C", "C", "N", "C", "C", "C", "C", "C", "C", "C", "C", "C", "C", "C", "C", "N", "C", "C", "N", "C", "C", "C", "C", "C", "C", "H", "H", "H", "H", "H", "H", "H", "H", "H", "H", "H", "H", "H", "H", "H", "H", "H", "H", "H", "H", "H", "H", "H", "H", "H", "H", "H", "H", "O", "C", "C", "C", "N", "C", "Br", "C", "H", "H", "H", "H", "Cl", "C", "Cl", "H", "H", "N", "C", "C", "C", "C", "C", "C", "C", "C", "C", "C", "C", "C", "C", "H", "H", "H", "H", "H", "H", "H", "H", "H", "H"], "positions_angstrom": [[-22.772, -10.595, -6.164], [-26.673, -8.245, -12.786], [-26.257, -7.221, -11.971], [-25.448, -7.552, -10.860], [-25.119, -8.876, -10.527], [-25.605, -9.892, -11.374], [-26.340, -9.560, -12.522], [-24.315, -9.166, -9.297], [-24.944, -8.727, -8.032], [-26.094, -7.842, -7.970], [-26.266, -7.374, -6.669], [-25.132, -7.917, -5.971], [-24.420, -8.783, -6.762], [-24.768, -7.609, -4.661], [-23.587, -7.955, -3.982], [-23.257, -7.505, -2.675], [-21.959, -7.908, -2.439], [-21.478, -8.636, -3.621], [-20.188, -9.070, -3.777], [-19.244, -8.580, -2.710], [-19.154, -7.154, -2.584], [-18.322, -6.664, -1.550], [-17.561, -7.463, -0.748], [-17.594, -8.858, -0.916], [-18.479, -9.404, -1.815], [-19.655, -9.669, -4.966], [-20.376, -9.905, -6.085], [-19.439, -10.311, -7.047], [-19.719, -10.486, -8.400], [-18.577, -10.964, -9.246], [-17.903, -10.160, -10.182], [-16.899, -10.699, -11.016], [-16.429, -12.027, -10.818], [-17.206, -12.799, -10.003], [-18.219, -12.316, -9.203], [-20.936, -10.228, -9.045], [-21.111, -10.376, -10.439], [-22.354, -10.005, -10.696], [-23.056, -9.687, -9.422], [-22.110, -9.984, -8.466], [-18.144, -10.449, -6.413], [-18.316, -10.078, -5.127], [-22.474, -8.608, -4.554], [-25.904, -7.138, -3.795], [-26.432, -8.004, -2.843], [-27.359, -7.560, -1.949], [-27.840, -6.282, -1.993], [-27.364, -5.416, -2.984], [-26.428, -5.881, -3.866], [-27.191, -8.039, -13.771], [-26.441, -6.206, -12.097], [-25.121, -6.716, -10.227], [-25.405, -10.921, -11.172], [-26.571, -10.369, -13.228], [-26.711, -7.431, -8.746], [-26.967, -6.577, -6.338], [-23.889, -6.922, -1.977], [-21.391, -7.647, -1.596], [-19.692, -6.556, -3.300], [-18.312, -5.612, -1.367], [-16.873, -6.940, -0.095], [-16.986, -9.450, -0.294], [-18.464, -10.466, -2.000], [-18.064, -9.065, -10.339], [-16.459, -10.076, -11.830], [-15.659, -12.502, -11.422], [-17.034, -13.862, -9.969], [-18.804, -12.978, -8.562], [-20.265, -10.649, -11.074], [-22.831, -9.917, -11.672], [-17.187, -10.887, -6.766], [-17.559, -9.856, -4.391], [-26.152, -9.061, -2.825], [-27.728, -8.233, -1.247], [-28.602, -5.951, -1.307], [-27.819, -4.440, -3.100], [-26.037, -5.172, -4.557], [-22.136, -13.879, -0.120], [-22.132, -13.088, -1.205], [-23.119, -12.121, -1.418], [-23.131, -11.462, -2.625], [-22.231, -11.689, -3.604], [-21.358, -12.603, -3.372], [-20.335, -13.117, -4.876], [-21.206, -13.371, -2.237], [-22.547, -13.428, 0.606], [-23.857, -11.917, -0.727], [-23.917, -10.741, -2.861], [-20.522, -14.171, -2.166], [-20.037, -15.271, -7.802], [-21.787, -14.769, -7.824], [-22.020, -13.213, -8.587], [-22.166, -14.744, -6.808], [-22.259, -15.479, -8.490], [-24.049, -12.634, -5.858], [-24.879, -13.526, -5.599], [-24.368, -14.897, -5.458], [-23.439, -15.141, -4.500], [-22.927, -16.416, -4.318], [-23.166, -17.372, -5.276], [-24.116, -17.153, -6.328], [-24.769, -15.946, -6.343], [-26.372, -13.185, -5.442], [-27.150, -13.842, -4.498], [-28.472, -13.479, -4.405], [-29.081, -12.535, -5.280], [-28.275, -11.886, -6.166], [-26.932, -12.172, -6.251], [-23.203, -14.389, -3.804], [-22.206, -16.578, -3.463], [-22.592, -18.248, -5.253], [-24.251, -17.944, -7.059], [-25.490, -15.815, -7.083], [-26.752, -14.622, -3.947], [-29.223, -13.961, -3.792], [-30.174, -12.472, -5.211], [-28.759, -11.109, -6.777], [-26.285, -11.628, -6.947]]}



7.
{"formula": "C28H40CaCl3N3O3P2", "method": "ωB97M-V/def2-TZVPD", "total_charge": 0, "homo_lumo_gap_ha": [0.251, 0.222], "homo_ha": [-0.283, -0.262], "relative_energy_kj_mol": 211.8, "symbols": ["Ca", "C", "C", "C", "P", "C", "C", "C", "C", "C", "C", "C", "C", "C", "C", "N", "C", "C", "C", "C", "C", "C", "C", "P", "C", "C", "C", "C", "C", "C", "H", "H", "H", "H", "H", "H", "H", "H", "H", "H", "H", "H", "H", "H", "H", "H", "H", "H", "H", "H", "H", "H", "H", "H", "H", "H", "H", "H", "H", "H", "H", "H", "H", "H", "H", "H", "H", "H", "H", "H", "O", "N", "O", "O", "Cl", "C", "Cl", "Cl", "C", "N"], "positions_angstrom": [[0.822, -0.528, -1.603], [-3.325, -3.630, -1.536], [-2.473, -2.647, -2.337], [-1.225, -3.377, -2.855], [-1.932, -1.054, -1.521], [-3.138, 0.177, -2.165], [-4.606, -0.060, -1.830], [-2.702, 1.581, -1.737], [-2.271, -1.136, 0.300], [-3.480, -1.603, 0.827], [-3.743, -1.684, 2.189], [-5.064, -2.204, 2.701], [-2.748, -1.260, 3.061], [-1.544, -0.783, 2.579], [-1.282, -0.731, 1.213], [-0.057, -0.122, 0.785], [1.057, -0.382, 1.356], [1.395, -1.598, 2.221], [2.145, -1.242, 3.456], [2.999, -0.223, 3.423], [3.834, 0.184, 4.602], [3.082, 0.631, 2.205], [2.161, 0.632, 1.247], [1.981, 1.755, -0.198], [1.177, 3.258, 0.560], [-0.331, 3.250, 0.287], [1.435, 3.469, 2.048], [3.645, 2.360, -0.686], [4.557, 1.197, -1.093], [4.373, 3.338, 0.233], [-3.380, -4.570, -2.090], [-4.350, -3.287, -1.380], [-2.882, -3.848, -0.563], [-3.047, -2.297, -3.197], [-0.604, -3.721, -2.026], [-0.609, -2.759, -3.513], [-1.521, -4.250, -3.439], [-3.007, 0.094, -3.248], [-4.796, 0.098, -0.766], [-4.940, -1.067, -2.099], [-5.229, 0.650, -2.383], [-2.747, 1.687, -0.649], [-3.357, 2.339, -2.173], [-1.681, 1.800, -2.054], [-4.255, -1.924, 0.149], [-5.673, -2.600, 1.888], [-5.635, -1.415, 3.195], [-4.917, -3.003, 3.432], [-2.921, -1.290, 4.133], [-0.796, -0.408, 3.270], [0.542, -2.235, 2.401], [1.997, -1.832, 4.354], [3.559, -0.375, 5.496], [3.718, 1.251, 4.809], [4.895, 0.008, 4.400], [3.887, 1.355, 2.173], [1.614, 4.088, -0.001], [-0.801, 2.358, 0.704], [-0.543, 3.272, -0.782], [-0.803, 4.126, 0.743], [0.923, 2.706, 2.642], [1.041, 4.445, 2.345], [2.493, 3.439, 2.314], [3.387, 2.899, -1.604], [4.786, 0.551, -0.243], [5.495, 1.591, -1.490], [4.107, 0.569, -1.861], [4.782, 2.844, 1.117], [3.745, 4.166, 0.564], [5.219, 3.768, -0.309], [2.775, -1.437, -0.778], [1.898, -1.936, 0.035], [2.331, -2.359, 1.317], [0.818, -2.495, -0.436], [3.394, 0.661, -6.248], [1.744, 0.435, -5.830], [0.568, 0.565, -7.069], [1.641, -1.983, -5.007], [1.361, 0.819, -4.541], [1.033, 0.937, -3.438]]}



8.
{"formula": "C8H4F2IrNO4", "method": "ωB97M-V/def2-TZVPD", "total_charge": 0, "homo_lumo_gap_ha": 0.298, "homo_ha": -0.355, "symbols": ["Ir", "O", "C", "O", "C", "C", "C", "C", "C", "N", "C", "O", "O", "H", "H", "H", "F", "C", "F", "H"], "positions_angstrom": [[0.000, -0.261, -2.133], [-3.488, -0.594, -0.152], [-2.364, -0.569, -0.585], [-2.005, -0.612, -1.844], [-1.177, -0.541, 0.364], [-1.207, -0.471, 1.739], [0.001, -0.419, 2.427], [1.209, -0.471, 1.739], [1.178, -0.542, 0.364], [0.001, -0.574, -0.262], [2.366, -0.575, -0.585], [3.490, -0.612, -0.151], [2.007, -0.610, -1.843], [-2.167, -0.446, 2.233], [0.001, -0.324, 3.505], [2.169, -0.447, 2.233], [1.125, 2.098, -1.246], [-0.006, 1.672, -1.887], [-1.046, 2.068, -1.086], [-0.087, 2.228, -2.831]]}



9.
{"formula": "C5H7NO", "method": "ωB97M-V/def2-TZVPD", "total_charge": 0, "smiles": "Cn1cccc1O", "homo_lumo_gap_ha": 0.311, "homo_ha": -0.282, "relative_energy_kj_mol": 61.4, "symbols": ["C", "N", "C", "C", "C", "C", "O", "H", "H", "H", "H", "H", "H", "H"], "positions_angstrom": [[-1.814, 0.113, 0.566], [-0.460, -0.162, 0.141], [0.080, -1.393, -0.179], [1.383, -1.205, -0.549], [1.666, 0.192, -0.454], [0.503, 0.785, -0.032], [0.152, 2.073, 0.232], [-2.349, 0.706, -0.182], [-1.815, 0.661, 1.512], [-2.333, -0.838, 0.705], [-0.524, -2.288, -0.112], [2.074, -1.980, -0.855], [2.606, 0.689, -0.656], [0.831, 2.648, -0.137]]}



no.,energy (a.u.)
1,-363.75092
2,-628.73814
3,-3708.52440
4,-247.14931
5,-2056.88396
6,-6356.94424
7,-4221.68607
8,-967.02644
9,-324.70109